Formula: C88H208BCl2F4N4O8P4
Source: OMol25
Level of theory: the ωB97M-V functional and the def2-TZVPD basis

The geometry in ORCA input format:
```
! RIJCOSX wB97M-V def2-TZVPD def2/J DEFGRID3
* xyz 5 1
C -3.268 3.162 -5.358
C -4.577 2.445 -5.482
C -4.446 0.910 -5.271
C -5.798 0.245 -5.396
P -5.930 -1.434 -6.032
C -7.711 -1.550 -6.402
C -8.312 -2.922 -6.734
C -9.824 -2.865 -6.859
C -10.492 -2.536 -5.588
C -5.075 -1.615 -7.588
C -5.154 -0.355 -8.585
C -6.522 -0.060 -9.220
C -7.121 -1.249 -9.939
C -5.480 -2.700 -4.871
C -4.070 -2.674 -4.327
C -3.816 -4.019 -3.656
C -2.366 -4.218 -3.163
H -3.323 4.203 -5.809
H -2.488 2.509 -5.787
H -3.069 3.352 -4.290
H -4.950 2.605 -6.494
H -5.311 2.828 -4.745
H -3.945 0.737 -4.247
H -3.708 0.503 -5.955
H -6.359 0.912 -6.097
H -6.395 0.325 -4.492
H -7.873 -0.918 -7.307
H -8.209 -0.989 -5.524
H -8.024 -3.654 -6.027
H -7.918 -3.320 -7.693
H -10.180 -3.825 -7.151
H -10.063 -2.206 -7.697
H -10.365 -1.501 -5.340
H -10.057 -3.252 -4.854
H -11.519 -2.811 -5.757
H -5.659 -2.462 -8.026
H -4.046 -1.954 -7.499
H -4.478 -0.628 -9.426
H -4.686 0.524 -8.104
H -6.377 0.634 -10.064
H -7.254 0.401 -8.504
H -7.900 -0.905 -10.572
H -7.552 -1.958 -9.232
H -6.335 -1.754 -10.492
H -5.619 -3.668 -5.298
H -6.128 -2.570 -3.975
H -3.850 -1.743 -3.815
H -3.357 -2.681 -5.178
H -4.009 -4.857 -4.332
H -4.457 -4.127 -2.801
H -2.090 -3.612 -2.314
H -1.638 -3.935 -3.923
H -2.211 -5.303 -3.007
C 4.099 -4.292 -7.858
C 4.672 -3.836 -6.592
C 5.647 -2.685 -6.721
C 6.132 -2.371 -5.305
P 5.055 -1.290 -4.236
C 4.114 -0.101 -5.143
C 3.456 1.015 -4.264
C 2.998 2.227 -5.036
C 1.782 1.797 -5.892
C 3.812 -2.274 -3.284
C 4.425 -3.466 -2.512
C 3.652 -4.728 -2.398
C 4.418 -5.873 -1.778
C 6.199 -0.600 -3.015
C 7.136 0.504 -3.569
C 8.098 1.078 -2.503
C 9.025 2.232 -3.038
H 4.883 -4.571 -8.543
H 3.434 -3.616 -8.379
H 3.676 -5.291 -7.782
H 5.154 -4.680 -6.057
H 3.891 -3.515 -5.898
H 5.166 -1.782 -7.140
H 6.498 -2.869 -7.346
H 7.126 -1.890 -5.366
H 6.177 -3.301 -4.648
H 3.449 -0.807 -5.727
H 4.758 0.377 -5.888
H 4.279 1.288 -3.588
H 2.619 0.580 -3.727
H 3.811 2.517 -5.678
H 2.871 3.069 -4.318
H 2.116 0.962 -6.527
H 1.394 2.656 -6.490
H 0.961 1.331 -5.279
H 3.122 -2.684 -4.058
H 3.240 -1.583 -2.639
H 4.851 -3.141 -1.594
H 5.292 -3.700 -3.057
H 3.326 -4.985 -3.371
H 2.731 -4.579 -1.831
H 3.829 -6.529 -1.147
H 5.165 -5.422 -1.103
H 4.903 -6.474 -2.584
H 6.690 -1.455 -2.476
H 5.536 -0.102 -2.250
H 6.487 1.240 -4.015
H 7.781 0.219 -4.396
H 8.780 0.285 -2.167
H 7.597 1.459 -1.666
H 9.467 2.780 -2.227
H 8.435 2.964 -3.621
H 9.768 1.762 -3.673
C 6.789 5.330 -2.606
C 7.011 5.242 -1.126
C 5.705 5.113 -0.391
C 4.950 6.436 -0.106
P 3.452 6.361 0.849
C 2.129 5.440 -0.052
C 2.131 5.789 -1.577
C 0.982 5.210 -2.328
C -0.392 5.689 -1.822
C 3.776 5.752 2.454
C 2.715 5.024 3.196
C 2.310 3.623 2.753
C 2.233 2.632 3.937
C 3.045 8.096 1.015
C 1.683 8.317 1.773
C 1.347 9.793 2.006
C -0.045 9.948 2.661
H 5.961 4.692 -2.911
H 7.654 4.939 -3.113
H 6.516 6.352 -2.841
H 7.497 6.050 -0.628
H 7.642 4.381 -0.837
H 5.895 4.633 0.568
H 5.047 4.455 -0.969
H 4.632 6.986 -1.003
H 5.616 7.212 0.293
H 1.233 5.869 0.367
H 2.241 4.390 0.190
H 3.061 5.565 -2.075
H 2.059 6.905 -1.635
H 1.022 4.108 -2.200
H 1.096 5.383 -3.396
H -0.615 5.114 -0.935
H -1.190 5.528 -2.548
H -0.357 6.766 -1.577
H 4.047 6.662 3.076
H 4.704 5.120 2.363
H 1.888 5.655 3.450
H 3.117 4.848 4.247
H 3.004 3.131 2.049
H 1.359 3.607 2.171
H 3.203 2.626 4.449
H 2.136 1.557 3.685
H 1.426 2.824 4.694
H 3.131 8.536 -0.011
H 3.926 8.507 1.456
H 1.741 7.743 2.731
H 0.804 7.901 1.213
H 1.471 10.360 1.075
H 2.051 10.173 2.736
H -0.318 11.000 2.838
H 0.001 9.415 3.596
H -0.758 9.344 2.043
C -1.665 0.592 -1.975
C -0.522 0.695 -0.991
C -0.816 -0.316 0.119
C 0.446 -0.567 0.928
P 0.217 -2.011 2.020
C 1.570 -3.145 2.029
C 2.941 -2.464 2.240
C 3.869 -2.471 1.030
C 5.196 -1.831 1.279
C 0.027 -1.243 3.598
C -0.127 -2.278 4.763
C 0.412 -1.771 6.057
C 0.185 -2.739 7.243
C -1.297 -2.997 1.609
C -1.263 -4.440 2.105
C -2.523 -5.264 1.722
C -2.890 -6.326 2.708
H -1.448 1.236 -2.839
H -2.707 0.824 -1.653
H -1.793 -0.401 -2.464
H -0.464 1.786 -0.762
H 0.369 0.420 -1.441
H -1.076 -1.258 -0.421
H -1.674 0.079 0.670
H 0.746 0.240 1.508
H 1.200 -0.832 0.183
H 1.486 -3.519 1.016
H 1.355 -3.919 2.727
H 3.451 -2.887 3.130
H 2.895 -1.361 2.357
H 3.357 -1.909 0.246
H 3.896 -3.480 0.610
H 5.697 -2.352 2.117
H 5.100 -0.763 1.596
H 5.890 -1.850 0.457
H -0.764 -0.530 3.678
H 0.971 -0.709 3.765
H 0.443 -3.177 4.489
H -1.208 -2.548 4.942
H 0.011 -0.755 6.297
H 1.511 -1.646 5.901
H -0.850 -3.005 7.314
H 0.498 -2.299 8.209
H 0.722 -3.687 7.046
H -1.306 -2.965 0.476
H -2.157 -2.460 1.954
H -1.102 -4.445 3.145
H -0.427 -4.967 1.585
H -2.346 -5.741 0.718
H -3.355 -4.562 1.592
H -3.726 -6.912 2.337
H -3.226 -5.885 3.634
H -2.082 -6.942 2.907
C -3.481 3.236 -0.333
O -4.559 2.383 -0.786
C -4.832 1.278 0.131
C -5.650 1.853 1.287
N -6.774 2.611 0.697
H -6.281 3.312 0.158
H -7.256 2.021 0.042
C -7.767 3.128 1.682
C -8.477 4.331 1.076
O -7.387 5.055 0.460
C -7.826 6.437 0.372
H -2.980 3.606 -1.202
H -2.727 2.710 0.288
H -3.922 4.059 0.245
H -3.901 0.824 0.471
H -5.472 0.515 -0.333
H -5.109 2.659 1.801
H -5.962 1.065 1.976
H -7.159 3.415 2.560
H -8.384 2.234 1.853
H -8.888 4.977 1.878
H -9.298 4.030 0.415
H -8.719 6.632 -0.272
H -6.960 6.839 -0.145
H -7.851 6.913 1.358
C 9.520 -9.194 -4.204
O 9.391 -8.974 -2.769
C 9.836 -10.067 -1.944
C 9.354 -9.677 -0.580
N 9.771 -8.259 -0.241
H 10.786 -8.219 -0.167
H 9.609 -7.748 -1.081
C 9.079 -7.657 0.909
C 9.654 -6.255 1.224
O 9.516 -5.453 0.077
C 10.060 -4.184 0.099
H 9.366 -8.190 -4.603
H 8.771 -9.916 -4.521
H 10.526 -9.531 -4.509
H 10.951 -10.089 -2.050
H 9.348 -10.999 -2.316
H 9.690 -10.349 0.179
H 8.286 -9.717 -0.625
H 9.138 -8.316 1.766
H 8.014 -7.497 0.594
H 10.713 -6.413 1.549
H 9.122 -5.846 2.074
H 10.043 -3.816 -0.923
H 11.064 -4.192 0.423
H 9.483 -3.421 0.737
C -0.693 3.832 8.777
O -1.922 3.275 8.319
C -3.049 4.201 8.242
C -3.938 3.867 7.070
N -5.044 2.940 7.376
H -5.265 2.365 6.582
H -4.678 2.249 8.070
C -6.272 3.649 7.965
C -7.273 2.679 8.623
O -6.645 2.068 9.698
C -7.306 2.081 10.976
H 0.023 4.033 7.982
H -0.234 3.054 9.354
H -0.848 4.658 9.486
H -2.642 5.235 8.124
H -3.737 4.189 9.118
H -3.391 3.365 6.235
H -4.338 4.785 6.680
H -6.752 4.155 7.152
H -5.925 4.354 8.727
H -7.566 1.924 7.875
H -8.167 3.251 8.933
H -8.094 1.377 10.932
H -7.740 3.029 11.062
H -6.529 1.922 11.720
C -3.504 -5.051 6.312
O -3.728 -3.679 6.503
C -5.082 -3.304 6.532
C -5.225 -2.323 7.652
N -4.461 -1.033 7.416
H -4.562 -0.659 6.426
H -4.876 -0.377 8.027
C -2.981 -1.117 7.826
C -2.547 0.260 8.247
O -3.579 0.798 9.002
C -3.062 1.222 10.261
H -2.450 -5.260 6.033
H -4.026 -5.471 5.438
H -3.783 -5.531 7.291
H -5.763 -4.165 6.709
H -5.439 -2.861 5.591
H -4.868 -2.744 8.587
H -6.243 -2.191 7.913
H -2.527 -1.511 6.978
H -2.925 -1.934 8.568
H -2.475 0.831 7.310
H -1.573 0.269 8.804
H -2.331 2.046 10.129
H -2.560 0.414 10.827
H -3.896 1.616 10.799
B 3.530 1.472 0.095
F 2.249 1.386 -0.513
F 3.816 2.873 0.084
F 3.391 0.945 1.423
F 4.481 0.793 -0.609
Cl -5.164 0.901 4.834
Cl 0.692 -2.978 -1.402
*
```

Frontier orbital gap   0.275 Ha